Below is a molecular structure, C17H28ClO2PZr at a distorted geometry, with properties calculated with wB97M-V/def2-TZVPD.

Results
HOMO energy: -16.74 eV
multiplicity: 1
gap between HOMO and LUMO: 7.28 eV
total charge: +2

Structure (XYZ):
```
50
Properties=species:S:1:pos:R:3:forces:R:3
Cl 4.1086 -0.4947 -1.0881 0.181 -0.132 -1.350
C 1.5636 2.8655 -0.5738 -0.570 -0.741 -0.965
C 0.6201 2.4693 -1.5922 0.046 -0.118 0.272
C 1.3601 1.9260 -2.6930 -0.499 -0.090 -0.099
H -0.4790 2.5642 -1.5383 0.928 -0.094 -0.080
C 2.7559 2.0005 -2.3770 -0.620 0.833 -0.041
C 2.8667 2.5664 -1.0729 0.482 0.695 0.352
H 3.8105 2.8079 -0.5256 -0.871 -0.436 -0.660
H 1.3070 3.2983 0.3957 0.173 -0.146 -0.352
H 0.9184 1.4841 -3.6146 0.464 0.681 0.672
C 3.8311 1.6989 -3.3306 1.129 -0.321 -0.425
Zr 1.8553 0.3874 -0.9683 1.488 -0.071 3.369
C 1.1566 -1.2311 -2.3971 -2.149 -3.583 -4.548
O 0.7826 -1.9595 -3.2001 1.470 2.526 3.069
C 3.1016 -0.7544 0.9873 1.697 -1.199 5.764
O 3.7251 -1.1308 1.9148 -2.794 1.708 -4.935
H 3.5526 0.9369 -4.0735 -0.045 0.365 0.146
H 4.7722 1.3539 -2.8636 -0.528 0.404 -0.161
H 4.0178 2.6503 -3.8346 0.226 -0.179 -0.286
C -2.0597 2.1007 0.5283 0.236 0.030 -0.121
C -1.6667 0.8978 1.4059 -0.216 1.132 -0.147
C -2.9778 0.3349 1.9978 0.121 -0.516 -0.081
P -0.4149 -0.2467 0.5341 -2.431 -1.169 1.250
C 0.2686 -1.2915 1.9354 0.347 0.383 0.340
C -0.4831 -1.3172 3.2830 -0.084 -0.159 -0.349
C 0.6803 -2.7143 1.5011 0.143 0.182 0.302
C -1.5364 -1.4466 -0.3866 -0.285 -0.177 0.034
C -2.4786 -2.3677 0.4264 -0.412 -0.235 0.598
C -2.3462 -0.7650 -1.4820 -0.160 -0.100 0.156
H -2.5610 1.8044 -0.4037 0.189 0.120 0.235
H -1.1475 2.6525 0.3075 -0.229 0.294 -0.136
H -2.7426 2.7768 1.0670 0.281 -0.333 -0.099
H -1.1049 1.3487 2.2298 0.195 -0.267 0.035
H -3.7338 0.1427 1.2343 0.186 0.045 -0.078
H -2.8535 -0.5695 2.5789 0.023 -0.108 0.013
H -3.4247 1.0709 2.6720 0.312 0.151 -0.109
H 1.1565 -0.6976 2.1946 0.010 -0.348 -0.099
H -1.3524 -1.9836 3.2568 0.149 0.251 0.114
H 0.2264 -1.7112 4.0134 -0.115 -0.058 0.029
H -0.7643 -0.3156 3.6188 -0.067 -0.262 -0.035
H 1.1784 -2.7476 0.5248 0.002 -0.023 -0.032
H 1.3888 -3.1138 2.2391 -0.142 0.073 -0.198
H -0.1727 -3.4063 1.4713 0.345 0.312 -0.063
H -0.8367 -2.1469 -0.8366 0.270 -0.087 -0.263
H -3.4388 -1.8989 0.7697 1.126 -0.292 -0.385
H -2.7749 -3.2035 -0.2417 0.234 0.435 0.347
H -1.9595 -2.8116 1.2987 -0.605 0.279 -0.508
H -1.7334 -0.1352 -2.1058 0.231 0.486 -0.389
H -2.8033 -1.5104 -2.1294 -0.035 -0.098 -0.005
H -3.1582 -0.1681 -1.0573 0.171 -0.045 -0.096
```
Positions in Å, forces in eV/Å.

Löwdin population analysis, charges in e, atoms 1 to 6: number 1, Cl, carries 0.353; number 2, C, carries -0.104; number 3, C, carries -0.138; number 4, C, carries -0.154; number 5, H, carries 0.114; number 6, C, carries -0.480

---

Below is 2 unconnected molecules or ions with the total composition C12H20FNO4, with properties calculated with wB97M-V/def2-TZVPD.

Results
HOMO energy: -9.51 eV
multiplicity: 1
gap between HOMO and LUMO: 10.11 eV
structure (SMILES): CCC[C@H](C)[C@H]1CCC(=O)N1.O=C1OC[C@@H](F)O1
energy relative to the best compared isomer or geometry (same formula, charge and spin): 0.0 kcal per mole

Structure (XYZ):
```
38
Properties=species:S:1:pos:R:3:forces:R:3
C -2.3192 -2.8900 -2.0019 0.071 -0.111 -0.073
C -0.8666 -2.4522 -2.2393 -0.167 0.019 -0.116
C -0.6275 -0.9987 -1.7977 -0.227 -0.076 0.073
C -0.3313 -0.8141 -0.3027 -0.022 0.202 0.109
C -0.5384 0.6693 0.0974 0.018 -0.083 -0.288
C 1.0696 -1.3138 0.1147 0.152 -0.198 0.128
C 1.1055 -2.4676 1.1448 0.096 0.284 -0.079
C 2.5232 -3.0284 0.9755 -0.154 -0.043 0.459
C 3.0299 -2.4453 -0.3338 -0.130 0.039 -0.053
O 4.1281 -2.5818 -0.7861 0.259 -0.228 -0.180
N 1.9895 -1.7068 -0.9746 0.032 -0.193 0.328
H -2.9673 -2.5284 -2.8072 0.054 0.032 0.171
H -2.7035 -2.4993 -1.0541 0.046 -0.070 -0.077
H -2.4053 -3.9812 -1.9763 -0.032 0.149 -0.013
H -0.6425 -2.5440 -3.3087 0.028 -0.061 0.148
H -0.2069 -3.1572 -1.7208 0.000 0.135 0.015
H -1.5537 -0.4499 -2.0176 0.174 0.020 -0.026
H 0.1693 -0.5152 -2.3720 -0.061 -0.111 0.024
H -1.0698 -1.3981 0.2652 0.173 -0.050 -0.116
H 0.3021 1.0559 0.6765 -0.200 -0.023 0.083
H -1.4542 0.7994 0.6789 0.125 0.054 -0.030
H -0.6233 1.3000 -0.7952 0.025 -0.048 0.130
H 1.6061 -0.4950 0.6112 -0.194 0.038 -0.162
H 0.3366 -3.2197 0.9344 0.087 0.117 0.028
H 0.9407 -2.0390 2.1371 -0.132 -0.300 -0.024
H 3.1988 -2.7786 1.7991 -0.056 0.056 -0.144
H 2.5310 -4.1186 0.8935 0.109 0.095 -0.076
H 1.5739 -2.3443 -1.6480 -0.070 0.327 -0.245
C -0.4029 5.8533 1.7273 0.017 0.039 0.000
C -1.1524 4.9344 0.7821 0.034 -0.051 0.052
O -0.6800 3.6585 1.1605 -0.210 0.007 0.066
C -0.2669 3.7177 2.4588 0.089 0.022 -0.033
O -0.0210 2.7775 3.1320 0.032 -0.010 -0.021
O -0.1916 5.0084 2.8600 0.014 0.036 0.012
F -0.8423 5.1604 -0.5159 0.086 -0.008 -0.009
H 0.5585 6.1349 1.2951 -0.019 0.008 -0.055
H -0.9578 6.7393 2.0197 -0.034 -0.050 0.088
H -2.2385 4.9582 0.8880 -0.013 0.036 -0.096
```
Positions in Å, forces in eV/Å.

Löwdin population analysis, charges in e, atoms 1 to 6: number 1, C, carries -0.109; number 2, C, carries -0.257; number 3, C, carries -0.198; number 4, C, carries -0.307; number 5, C, carries -0.053; number 6, C, carries -0.292

---

Below is a molecular structure, C30H44BrCoN6O4S at a distorted geometry, with properties calculated with wB97M-V/def2-TZVPD.

Results
<S²>: 0.76
HOMO energy (spin up / spin down): -10.48 / -10.47 eV
multiplicity: 2
gap between HOMO and LUMO (spin up / spin down): 7.07 / 7.81 eV
energy relative to the best compared isomer or geometry (same formula, charge and spin): 31.5 kcal per mole
total charge: +1

Structure (XYZ):
```
87
Properties=species:S:1:pos:R:3:forces:R:3
Co 0.2770 -0.2130 -0.0605 -0.291 1.872 0.540
O 1.8094 2.9630 -0.4435 -0.121 -0.262 0.130
C 1.8259 3.3877 0.8650 -0.109 0.030 -0.086
C 2.8580 4.2509 1.2147 0.056 0.061 0.019
C 2.9519 4.7438 2.5017 -0.018 0.034 0.029
C 2.0041 4.3869 3.4545 0.009 -0.036 -0.036
C 0.9787 3.5323 3.0934 -0.002 -0.022 0.047
C 0.8723 3.0012 1.8087 0.050 -0.116 -0.021
C -0.3090 2.0699 1.5107 0.159 -0.288 0.132
O -0.2992 1.5165 0.2478 0.130 -0.319 0.047
N -0.4105 0.9801 2.4867 -0.019 0.165 -0.281
N -0.0652 -0.2575 2.1099 -0.094 -0.269 -0.257
C -0.2284 -1.1973 2.9672 0.138 -0.190 0.123
C 0.1740 -2.5816 2.7868 -0.024 0.361 -0.295
Br 0.7708 -3.0373 1.0470 0.049 -0.194 -0.067
C 0.1568 -3.5389 3.7098 -0.070 -0.164 0.399
C -0.1772 -3.3743 5.1402 -0.004 -0.019 -0.159
C -0.9419 -4.3608 5.7615 -0.076 -0.051 0.038
C -1.2962 -4.2442 7.0960 0.016 0.013 -0.006
C -0.8689 -3.1493 7.8362 0.004 0.016 -0.031
C -0.0689 -2.1843 7.2391 -0.011 -0.023 -0.022
C 0.2775 -2.2969 5.9002 0.075 0.024 0.042
H 0.9396 2.5224 -0.5949 0.227 -0.114 0.116
H 3.5727 4.5328 0.4508 -0.019 -0.025 0.024
H 3.7540 5.4233 2.7589 0.010 -0.032 0.002
H 2.0681 4.7680 4.4649 -0.023 0.019 -0.032
H 0.2316 3.2669 3.8364 0.039 0.000 -0.032
H -1.2215 2.6610 1.6474 -0.131 0.080 -0.101
H -0.8210 1.1137 3.3964 -0.017 -0.009 0.040
H -0.6799 -0.9646 3.9289 0.066 -0.003 0.039
H 0.3883 -4.5479 3.3869 0.038 0.018 0.040
H -1.2687 -5.2215 5.1889 -0.004 0.028 0.014
H -1.9001 -5.0122 7.5619 0.009 0.018 -0.015
H -1.1451 -3.0571 8.8788 0.026 -0.012 -0.025
H 0.3006 -1.3497 7.8210 -0.007 -0.013 -0.010
H 0.9499 -1.5716 5.4563 -0.043 0.001 0.008
O 2.2890 0.1933 0.1684 -0.034 0.398 -0.095
H 2.5069 1.0680 -0.2208 -0.046 -0.226 0.101
H 2.9769 -0.4376 -0.0654 -0.006 0.036 -0.101
N 0.3933 -1.4339 -1.6344 -0.018 -0.759 0.184
C 0.4369 -2.1319 -2.5517 0.303 -0.100 -0.607
N 0.5126 -2.8562 -3.6345 -0.106 -0.005 0.184
C 1.0148 -4.2445 -3.6070 -0.038 0.224 -0.014
C 0.1697 -5.0564 -4.5638 -0.062 0.019 -0.110
O 0.2049 -4.4821 -5.8570 -0.013 0.061 0.025
C -0.3664 -3.1840 -5.8697 0.027 -0.126 -0.025
C 0.4006 -2.2367 -4.9707 -0.005 0.013 0.144
H 0.9573 -4.6330 -2.5925 -0.032 0.023 0.034
H 2.0551 -4.2474 -3.9393 0.045 -0.005 0.029
H -0.8636 -5.1033 -4.2002 -0.023 -0.022 0.014
H 0.5627 -6.0668 -4.6464 0.008 -0.031 -0.046
H -1.4162 -3.2305 -5.5585 -0.025 -0.025 0.024
H -0.3176 -2.8263 -6.8951 -0.032 -0.022 -0.055
H -0.1168 -1.2830 -4.8764 0.016 0.036 0.036
H 1.4027 -2.0617 -5.3670 0.046 -0.013 0.012
C -2.9855 3.0641 -5.2335 0.030 -0.022 0.009
C -3.7119 1.7432 -4.9739 0.042 0.075 0.019
C -4.2618 1.5689 -3.5574 0.010 0.017 -0.030
C -3.2162 1.2945 -2.4846 0.106 0.089 0.014
N -2.4178 2.4738 -2.1651 0.066 -0.207 -0.070
C -1.0949 2.6040 -2.3098 -0.082 0.153 -0.060
S -0.0611 1.3762 -2.8882 -0.120 -0.068 0.054
N -0.5524 3.7889 -1.9867 -0.101 -0.020 0.055
C -1.2006 4.9527 -1.3889 0.099 -0.060 -0.138
C -1.4954 6.0517 -2.4055 -0.023 0.006 -0.028
C -0.2629 6.5205 -3.1785 0.039 0.029 0.095
C 0.8654 7.0331 -2.2839 0.000 -0.016 -0.017
H -2.8379 3.2162 -6.3036 -0.004 -0.004 0.023
H -1.9992 3.0901 -4.7664 -0.053 0.008 -0.004
H -3.5684 3.9115 -4.8593 0.017 -0.032 -0.021
H -3.0376 0.9099 -5.1955 -0.030 -0.011 -0.033
H -4.5490 1.6613 -5.6700 -0.002 -0.006 -0.008
H -4.9596 0.7273 -3.5464 0.002 0.019 0.006
H -4.8458 2.4551 -3.2799 -0.026 -0.041 0.002
H -2.5242 0.5224 -2.8131 0.030 -0.026 0.013
H -3.6999 0.9474 -1.5686 0.002 0.009 0.025
H -2.9381 3.2867 -1.8818 -0.020 0.046 -0.017
H 0.4429 3.8337 -2.1386 0.010 0.064 -0.008
H -0.5387 5.3234 -0.6054 0.037 0.005 0.017
H -2.1167 4.6475 -0.8844 0.006 -0.031 0.078
H -1.9356 6.8966 -1.8667 -0.007 -0.018 -0.014
H -2.2491 5.6908 -3.1123 -0.001 0.021 0.012
H -0.5718 7.3163 -3.8590 0.011 -0.023 -0.017
H 0.1030 5.7055 -3.8088 -0.001 0.003 -0.010
H 0.5148 7.8339 -1.6271 0.009 -0.039 -0.020
H 1.6844 7.4314 -2.8841 -0.034 -0.007 0.019
H 1.2880 6.2466 -1.6504 -0.036 0.031 -0.033
```
Positions in Å, forces in eV/Å.

Löwdin population analysis, charges in e, atoms 1 to 6: number 1, Co, carries 0.555; number 2, O, carries -0.026; number 3, C, carries -0.259; number 4, C, carries -0.010; number 5, C, carries -0.072; number 6, C, carries -0.081

---

Below is 2 unconnected molecules or ions with the total composition H5NO at a distorted geometry, with properties calculated with wB97M-V/def2-TZVPD.

Results
HOMO energy: -10.30 eV
multiplicity: 1
gap between HOMO and LUMO: 11.26 eV
structure (SMILES): N.O
energy relative to the best compared isomer or geometry (same formula, charge and spin): 6.0 kcal per mole

Structure (XYZ):
```
7
Properties=species:S:1:pos:R:3:forces:R:3
N -1.9651 -0.5564 -0.7294 -0.247 -0.238 -0.327
H -2.3757 -1.4139 -0.3464 0.190 0.422 -0.214
H -1.4305 -0.8276 -1.5608 -0.308 0.117 0.389
H -2.7428 0.0278 -1.0526 0.384 -0.304 0.150
O 2.7625 1.1739 1.5338 0.266 -0.776 -0.940
H 3.6347 0.9640 1.1296 -0.970 0.203 0.414
H 2.1169 0.6322 1.0259 0.684 0.576 0.527
```
Positions in Å, forces in eV/Å.

Löwdin population analysis, charges in e, atoms 1 to 6: number 1, N, carries -0.015; number 2, H, carries 0.006; number 3, H, carries 0.004; number 4, H, carries 0.006; number 5, O, carries -0.092; number 6, H, carries 0.044

---

| no. | energy (a.u.) |
| --- | --- |
| 1 | -1663.07479 |
| 2 | -924.83577 |
| 3 | -6153.77244 |
| 4 | -132.98338 |